The following is a quantum chemistry calculation of C35H34BrCoN3O4P2S as an isolated structure, from the Open Molecules 2025 dataset.

Results
Relative energy (zero: lowest compared OMol25 entry of this formula, charge and spin)   34.3 kcal/mol
Energy   -6857.053858 Eh
HOMO-LUMO gap (alpha / beta)   6.620 / 7.119 eV
Molecular weight   793.53 g mol⁻¹
⟨S²⟩   0.8229
HOMO level (alpha / beta)   -0.2513 / -0.2514 Eh

The geometry in ORCA input format:
```
! RIJCOSX wB97M-V def2-TZVPD def2/J DEFGRID3
* xyz 0 2
Co 0.366 -0.119 -0.287
C -2.133 -2.705 2.293
C -0.647 -2.381 2.369
C -0.085 -2.600 3.758
O -0.440 -1.021 1.947
C 0.070 -3.251 1.318
O 0.403 -4.394 1.556
O 0.196 -2.612 0.194
H -2.685 -2.089 3.006
H -2.298 -3.757 2.527
H -2.507 -2.506 1.287
H -0.692 -2.079 4.503
H 0.942 -2.236 3.828
H -0.084 -3.664 3.986
H -0.497 -0.433 2.709
C -3.841 -0.177 -1.256
N -2.417 -0.058 -0.937
P -1.641 1.077 0.035
C -1.945 2.734 -0.617
C -1.087 3.166 -1.630
C -1.267 4.406 -2.220
C -2.302 5.229 -1.791
C -3.144 4.815 -0.769
C -2.963 3.573 -0.176
C -2.402 1.140 1.679
C -1.677 1.793 2.678
C -2.172 1.870 3.971
C -3.398 1.296 4.282
C -4.126 0.650 3.295
C -3.632 0.575 1.999
P -1.115 -0.797 -1.819
C -1.274 -0.076 -3.475
C -2.176 0.934 -3.798
C -2.224 1.450 -5.086
C -1.354 0.973 -6.055
C -0.442 -0.024 -5.737
C -0.407 -0.554 -4.458
C -1.100 -2.513 -1.964
C -2.267 -3.190 -2.432
C -2.377 -4.545 -2.421
C -1.257 -5.279 -1.930
C -0.119 -4.683 -1.505
C 0.033 -3.246 -1.466
H -4.342 0.789 -1.150
H -4.329 -0.914 -0.617
H -3.966 -0.507 -2.288
H -0.266 2.534 -1.952
H -0.597 4.729 -3.006
H -2.444 6.199 -2.249
H -3.940 5.464 -0.428
H -3.614 3.262 0.633
H -0.714 2.235 2.446
H -1.598 2.376 4.737
H -3.783 1.351 5.292
H -5.080 0.197 3.531
H -4.206 0.054 1.250
H -2.843 1.332 -3.048
H -2.939 2.226 -5.326
H -1.387 1.378 -7.058
H 0.241 -0.397 -6.489
H 0.292 -1.347 -4.220
H -3.092 -2.595 -2.815
H -3.256 -5.049 -2.793
H -1.294 -6.363 -1.931
H 0.712 -5.286 -1.166
H 1.027 -2.886 -1.707
O 5.796 0.890 1.916
C 4.489 0.704 1.649
C 3.866 -0.538 1.721
C 2.531 -0.608 1.402
N 1.802 0.454 1.019
C 2.422 1.626 0.971
Br 1.418 3.129 0.412
C 3.749 1.821 1.286
H 6.223 0.042 2.082
H 4.407 -1.435 1.988
H 2.013 -1.555 1.407
H 4.211 2.794 1.224
S 3.977 -1.455 -2.679
C 2.718 -0.641 -2.053
N 1.814 -0.051 -1.590
*
```

The following is a quantum chemistry calculation of an isolated ion of composition C6H16N and charge +1, from the Open Molecules 2025 dataset.

Results
SMILES   CC[C@H](C)[C@@H](C)[NH3+]
Relative energy (zero: lowest compared OMol25 entry of this formula, charge and spin)   43.5 kcal/mol
Energy   -292.654913 Eh
HOMO-LUMO gap   10.994 eV
Molecular weight   102.20 g mol⁻¹
HOMO level   -0.5356 Eh

The geometry in ORCA input format:
```
! RIJCOSX wB97M-V def2-TZVPD def2/J DEFGRID3
* xyz 1 1
C -1.287 -1.958 0.781
C -0.699 -1.080 -0.366
C 0.644 -0.316 0.060
C 1.673 -0.286 -1.093
C 0.193 1.187 0.390
C 1.367 1.973 0.968
N -1.811 -0.070 -0.819
H -1.547 -1.395 1.641
H -0.433 -2.566 1.134
H -2.135 -2.514 0.286
H -0.507 -1.625 -1.320
H 1.091 -0.660 1.017
H 1.263 0.318 -1.920
H 2.050 -1.199 -1.497
H 2.544 0.183 -0.626
H -0.670 1.103 1.023
H -0.269 1.754 -0.376
H 2.319 1.510 0.748
H 1.205 2.313 1.973
H 1.410 3.070 0.798
H -2.554 0.204 -0.120
H -2.366 -0.759 -1.497
H -1.480 0.814 -1.187
*
```